{
  "formula": "C6H10N4O",
  "method": "ωB97M-V with the def2-TZVPD basis set",
  "symbols": ["C", "C", "C", "C", "C", "C", "N", "N", "N", "N", "O", "H", "H", "H", "H", "H", "H", "H", "H", "H", "H"],
  "positions_angstrom": [[-1.553, -0.890, 2.474], [-0.630, -1.360, 1.444], [-0.776, -0.467, 0.401], [-1.927, 1.545, -0.171], [-0.575, 1.877, -0.849], [2.143, -0.286, -1.585], [-2.214, 0.134, 1.948], [-1.706, 0.432, 0.777], [0.132, 0.718, -1.287], [0.225, -2.479, 1.489], [1.477, 0.769, -0.960], [-1.840, -1.414, 3.316], [-2.290, 2.399, 0.506], [-2.661, 1.260, -0.964], [-0.996, 2.486, -1.652], [0.027, 2.477, -0.161], [1.381, -1.157, -1.402], [3.208, -0.220, -1.130], [2.118, -0.194, -2.737], [0.202, -3.147, 0.785], [0.455, -2.744, 2.368]],
  "lumo_ev": [-0.178, -0.280],
  "gap_ev": [7.5801, 7.4078],
  "de_lowest_ev": 6.6034,
  "charge": 0,
  "energy_ha": -528.6398,
  "e_homo_ev": [-7.76, -7.69],
  "max_force_ha_per_bohr": 0.0974
}



{
  "formula": "C6H10N4O2",
  "method": "ωB97M-V with the def2-TZVPD basis set",
  "symbols": ["C", "C", "C", "C", "C", "C", "N", "N", "N", "N", "O", "O", "H", "H", "H", "H", "H", "H", "H", "H", "H", "H"],
  "positions_angstrom": [[-1.845, 1.407, 0.890], [-1.493, 0.308, 0.242], [1.569, -0.766, -0.633], [2.498, 0.284, 1.359], [2.512, 0.460, -0.186], [-2.772, -1.443, -1.046], [-3.164, 1.589, 0.775], [-3.651, 0.668, 0.069], [-2.652, -0.196, -0.248], [0.794, -1.178, 0.533], [1.382, -0.625, 1.627], [2.200, 1.673, -0.563], [-1.233, 2.222, 1.385], [0.939, -0.625, -1.544], [2.245, -1.666, -0.718], [3.380, -0.188, 1.742], [2.216, 1.224, 1.869], [3.531, 0.209, -0.583], [-2.193, -1.202, -1.879], [-2.204, -2.176, -0.457], [-3.831, -1.703, -1.260], [1.771, 1.724, -1.373]],
  "lumo_ev": [-1.146, 0.314],
  "gap_ev": [7.5617, 9.8599],
  "de_lowest_ev": 7.6321,
  "charge": 0,
  "energy_ha": -603.8572,
  "e_homo_ev": [-8.71, -9.55],
  "max_force_ha_per_bohr": 0.1009
}



{
  "formula": "C6H10N4O5",
  "method": "ωB97M-V with the def2-TZVPD basis set",
  "symbols": ["C", "C", "C", "C", "C", "C", "N", "N", "N", "N", "O", "O", "O", "O", "O", "H", "H", "H", "H", "H", "H", "H", "H", "H", "H"],
  "positions_angstrom": [[-1.407, -0.554, -0.306], [-3.118, 0.534, -0.828], [0.260, 0.898, -1.269], [1.000, -0.943, 0.125], [1.116, 1.724, -0.337], [1.845, 0.018, 1.019], [-1.957, -1.513, 0.469], [-4.234, -1.435, -0.103], [-0.129, -0.291, -0.520], [-3.189, 1.432, 0.256], [-2.203, 1.816, 0.875], [-4.316, 1.895, 0.374], [-4.043, -0.261, -1.099], [-3.306, -1.237, 0.890], [2.252, 1.115, 0.199], [-0.677, 1.483, -1.488], [0.812, 0.567, -2.270], [1.867, -1.302, -0.427], [0.723, -1.804, 0.652], [1.308, 2.703, -0.807], [0.544, 1.939, 0.550], [1.350, 0.484, 1.988], [2.613, -0.668, 1.285], [-1.529, -2.247, 0.939], [-5.043, -1.189, 0.433]],
  "lumo_ev": 0.248,
  "gap_ev": 8.2391,
  "charge": 0,
  "energy_ha": -829.4090,
  "e_homo_ev": -7.99,
  "max_force_ha_per_bohr": 0.0840
}